1.
Here is an isolated ion of composition C7H14N3O and charge +1 from OMol25. Energies are from ωB97M-V with the def2-TZVPD basis set.

Each line ends with the Löwdin charge.
Element x y z (Å)
O1 -2.06131 -1.68916 0.14556  -0.075
N1 3.21598 -0.24133 -0.50120  0.067
N2 -0.94186 0.15204 1.42367  0.258
N3 1.10566 0.26699 0.10543  -0.012
C1 2.80429 -1.25974 0.36221  -0.085
C2 -0.35832 0.64673 0.08598  -0.394
C3 1.56833 -0.88015 0.77775  -0.118
C4 -1.06634 0.04796 -1.16104  -0.064
C5 -0.31306 2.15870 0.11294  -0.021
C6 2.23969 0.53880 -0.76362  -0.129
C7 -1.30571 -1.46120 -1.04875  -0.175
H1 -1.22683 2.66279 0.21582  0.064
H2 -2.93877 -1.25434 0.07509  0.139
H3 -0.26582 0.10074 2.19552  0.170
H4 1.05156 -1.45043 1.50862  0.103
H5 2.20660 1.49626 -1.25554  0.120
H6 -1.21641 -0.83860 1.17562  0.110
H7 -1.62538 0.73728 1.80605  0.145
H8 0.13752 2.72003 -0.80903  0.140
H9 -2.03857 0.50941 -1.14400  0.128
H10 3.60553 -1.87562 0.77621  0.120
H11 -0.50378 -2.18589 -0.97370  0.137
H12 0.43757 2.40853 0.95385  0.133
H13 -0.67667 0.26395 -2.09132  0.115
H14 -1.83393 -1.57376 -1.97214  0.123

For the molar mass, the calculation gives 156.21 g mol⁻¹. For the LUMO energy, the calculation gives -3.3 eV. As for the spin multiplicity: 1. As for the structure (SMILES): C[C@@]([NH3+])(CCO)n1ccnc1. As for the energy relative to the best compared isomer or geometry (same formula, charge and spin): 236.0 kJ/mol. The net charge is +1. For the energy, the calculation gives -514.3199 Ha. The largest force on an atom comes out at 0.079 Eh/bohr.


2.
Here is C3H7NO2 as an isolated structure from OMol25. Energies are from ωB97M-V with the def2-TZVPD basis set.

Each line ends with the Löwdin charge.
Element x y z (Å)
O1 1.16022 1.21491 -0.48861  0.029
O2 1.86049 -1.08517 -0.04282  -0.002
N1 -1.38053 0.62768 0.38466  -0.125
C1 0.98553 0.04979 -0.01777  -0.415
C2 -2.03106 -0.52151 -0.60436  -0.118
C3 -0.34155 -0.05011 0.87332  -0.310
H1 2.63590 -0.21186 -0.18109  0.243
H2 -0.11978 0.16386 1.89999  0.107
H3 -1.09997 1.52614 0.01068  0.096
H4 -1.04477 -1.28393 -1.25959  0.165
H5 -1.10578 -1.00277 1.00030  0.138
H6 -2.67532 -1.46328 -0.02973  0.122
H7 -2.76979 -0.02889 -1.38887  0.068

For the molar mass, the calculation gives 89.09 g mol⁻¹. For the LUMO energy, the calculation gives 0.5 eV. As for the spin multiplicity: 1. As for the energy relative to the best compared isomer or geometry (same formula, charge and spin): 608.1 kJ/mol. The net charge is 0. For the energy, the calculation gives -323.5493 Ha. The largest force on an atom comes out at 0.158 Eh/bohr.


3.
Here is C31H34N7O3Pd as an isolated structure from OMol25. Energies are from ωB97M-V with the def2-TZVPD basis set.

Each line ends with the Löwdin charge.
Element x y z (Å)
Pd1 -1.38005 -1.46159 -0.97804  1.074
O1 -0.30319 -0.34626 1.46760  0.019
O2 -1.86629 -1.86718 1.02245  -0.118
O3 -3.46125 -2.60205 2.97818  0.052
N1 -1.80889 -3.71485 -1.09431  0.052
N2 0.82816 -1.14633 -1.21381  0.026
N3 -2.61797 -6.31516 -0.52288  0.113
N4 -1.09448 0.71739 -1.22884  0.018
N5 -5.31513 -3.04411 -0.58196  0.153
N6 -5.78314 -1.79427 -0.72782  0.053
N7 -3.67105 -1.62466 -1.14794  0.068
C1 -1.88937 2.96061 -1.12845  0.014
C2 -1.44850 -1.33559 3.29746  -0.068
C3 -4.80187 -0.95608 -1.06543  -0.121
C4 1.14777 5.29903 -0.96574  -0.059
C5 5.36278 0.72867 -2.29255  -0.035
C6 -2.53747 -2.04658 3.81395  -0.253
C7 3.11396 -1.83852 -1.12457  0.025
C8 5.94208 -1.35793 -1.06109  -0.060
C9 -2.68669 -2.17375 5.19310  -0.024
C10 -0.95058 -4.73035 -1.10422  -0.078
C11 -1.16779 -1.13694 1.83682  -0.562
C12 -1.01298 5.50463 0.25410  -0.034
C13 -0.34181 4.96112 -1.01573  -0.557
C14 -1.35630 -6.02362 -0.81806  -0.087
C15 -0.58827 3.46118 -1.09691  -0.131
C16 -3.47710 -5.30837 -0.52715  -0.042
C17 2.57352 0.46282 -1.15813  0.059
C18 -3.07896 -4.00615 -0.81208  -0.191
C19 -2.09039 1.60106 -1.19258  -0.086
C20 -4.03752 -2.89993 -0.83440  -0.313
C21 -0.68874 -0.89318 5.56065  -0.080
C22 1.75628 -2.09504 -1.16966  -0.085
C23 0.16063 1.16757 -1.19105  -0.186
C24 5.02761 -0.13361 -1.06687  -0.556
C25 3.55744 -0.52375 -1.12203  -0.132
C26 -0.54441 -0.76445 4.19284  -0.019
C27 -0.95962 5.62791 -2.25376  -0.035
C28 -1.77086 -1.60638 6.05891  -0.074
C29 1.23164 0.13369 -1.19219  -0.185
C30 5.27196 0.67480 0.21637  -0.032
C31 0.43765 2.52699 -1.13526  0.070
H1 -2.03556 5.45935 -2.30932  0.081
H2 -0.64459 -6.83914 -0.82554  0.117
H3 1.46139 2.86063 -1.10640  0.098
H4 6.98098 -1.02961 -1.03187  0.092
H5 0.28329 -0.21174 3.76993  0.116
H6 6.41973 0.99698 -2.27311  0.093
H7 -4.51331 -5.52167 -0.29899  0.124
H8 4.78704 1.65493 -2.30919  0.079
H9 -0.60872 5.02551 1.14722  0.097
H10 -3.08891 1.18944 -1.20679  0.084
H11 -4.12374 -3.04515 3.51978  0.107
H12 -6.76110 -1.59975 -0.58661  0.169
H13 -2.74521 3.61993 -1.09596  0.119
H14 5.16641 0.18769 -3.21973  0.095
H15 2.86908 1.50044 -1.14796  0.108
H16 -0.50683 5.24804 -3.17121  0.095
H17 -1.90597 -1.72105 7.12649  0.109
H18 3.80139 -2.66988 -1.08870  0.112
H19 1.26743 6.38049 -0.90211  0.093
H20 5.01500 0.09194 1.10216  0.096
H21 5.81289 -1.96457 -1.95939  0.091
H22 -3.53541 -2.72528 5.58376  0.115
H23 0.07764 -4.51775 -1.35148  0.090
H24 1.63322 4.86249 -0.09052  0.092
H25 -2.09201 5.34841 0.24297  0.081
H26 5.77199 -1.98712 -0.18562  0.091
H27 1.67110 4.96433 -1.86386  0.090
H28 -0.79261 6.70497 -2.21232  0.093
H29 4.68607 1.59478 0.23315  0.081
H30 0.03020 -0.44506 6.23223  0.103
H31 -0.83410 6.57777 0.33134  0.093
H32 1.40272 -3.11471 -1.16131  0.086
H33 -4.95594 0.09442 -1.24165  0.127
H34 6.32562 0.94919 0.28168  0.093

For the molar mass, the calculation gives 659.08 g mol⁻¹. For the LUMO energy (spin up / spin down), the calculation gives -2.8 / -3.7 eV. Its expectation value of S² is 2.01. As for the spin multiplicity: 3. As for the energy relative to the best compared isomer or geometry (same formula, charge and spin): 0.0 kJ/mol. The net charge is +1. For the energy, the calculation gives -1938.4478 Ha. The largest force on an atom comes out at 0.009 Eh/bohr.


4.
Here is one molecule with the formula C21H26ClN3O3S2 from OMol25. Energies are from ωB97M-V with the def2-TZVPD basis set.

Each line ends with the Löwdin charge.
Element x y z (Å)
Cl1 6.11196 -1.03102 2.23339  0.727
S1 0.34101 3.84835 -1.49591  0.684
S2 2.47621 1.77540 -1.22549  1.047
O1 2.20600 1.77873 2.57771  0.120
O2 -5.23115 -1.62939 1.58742  -0.128
O3 0.38505 0.04354 0.54495  0.039
N1 -1.31462 0.86889 -0.68155  0.074
N2 1.23636 2.79618 0.77615  -0.096
N3 -3.12940 -1.38632 -0.32293  -0.177
C1 -1.95275 -0.76737 -2.41126  -0.153
C2 5.82206 -1.16067 0.53565  -0.592
C3 -4.52171 -1.50380 -0.72607  -0.169
C4 2.11521 1.90684 1.38171  -0.457
C5 6.50383 -2.06813 -1.57581  -0.074
C6 5.45119 -1.41008 -2.19299  -0.073
C7 -1.14347 2.98938 1.43958  -0.170
C8 -1.21878 1.47220 1.64528  -0.080
C9 -5.41805 -0.94070 0.37530  -0.197
C10 2.92715 1.21759 0.36744  -0.402
C11 1.27177 2.87414 -0.57355  -1.076
C12 -2.93628 -2.10322 0.92902  -0.162
C13 6.68740 -1.94207 -0.21002  -0.107
C14 -0.63666 0.70464 0.46734  -0.508
C15 -2.22010 -1.84942 -1.36241  -0.193
C16 3.85965 0.31924 0.73742  -0.036
C17 0.28207 3.53017 1.57948  -0.146
C18 4.59272 -0.62813 -1.44896  -0.036
C19 4.75072 -0.47655 -0.06606  -0.221
C20 -3.88550 -1.55165 1.99266  -0.192
C21 -0.92158 0.24862 -1.92256  -0.189
H1 -1.27140 -2.11272 -0.88950  0.123
H2 -2.88170 -0.25225 -2.65993  0.101
H3 -2.61431 -2.75511 -1.85340  0.122
H4 3.94481 0.19481 1.81129  0.092
H5 -4.79741 -2.55877 -0.90666  0.131
H6 5.29988 -1.50913 -3.25688  0.106
H7 -5.19397 0.12885 0.51472  0.125
H8 -3.80688 -2.13282 2.91265  0.128
H9 0.03422 -0.24652 -1.73353  0.114
H10 -6.47100 -1.05820 0.11382  0.126
H11 0.30843 4.58173 1.27961  0.117
H12 -1.57188 -1.23236 -3.32126  0.113
H13 0.62838 3.42871 2.61153  0.129
H14 -1.75788 3.48967 2.18991  0.118
H15 3.76766 -0.13567 -1.93779  0.052
H16 -1.53099 3.25415 0.45420  0.071
H17 -0.66602 1.18848 2.54233  0.129
H18 -4.68338 -0.94186 -1.64768  0.117
H19 -2.21522 1.31938 -0.66558  0.148
H20 7.17998 -2.67969 -2.15310  0.106
H21 7.50201 -2.44945 0.28287  0.103
H22 -1.90471 -1.96249 1.25880  0.123
H23 -3.62507 -0.50340 2.20508  0.107
H24 -0.77371 1.02721 -2.68011  0.109
H25 -3.12823 -3.18371 0.80643  0.132
H26 -2.26192 1.17576 1.76719  0.100

For the molar mass, the calculation gives 468.04 g mol⁻¹. For the LUMO energy, the calculation gives -0.7 eV. As for the spin multiplicity: 1. As for the structure (SMILES): O=C(CCCN1C(=O)/C(=C/c2ccccc2Cl)SC1=S)NCCCN1CCOCC1. The net charge is 0. For the energy, the calculation gives -2462.4129 Ha. The largest force on an atom comes out at 0.022 Eh/bohr.


5.
Here is one molecule with the formula C3H2N2O2S from OMol25. Energies are from ωB97M-V with the def2-TZVPD basis set.

Each line ends with the Löwdin charge.
Element x y z (Å)
S1 2.70306 -0.84944 0.06446  0.738
O1 -2.37971 -0.83905 -0.02073  0.076
O2 1.39416 1.95555 -0.14682  0.148
N1 -0.03196 -1.21033 -0.24864  0.073
N2 -0.76190 0.97111 0.21202  0.159
C1 1.13610 -0.41926 -0.13734  -0.727
C2 -1.24000 -0.36136 -0.05195  -0.415
C3 0.63927 1.08262 -0.13505  -0.469
H1 -1.38520 1.88036 0.26434  0.217
H2 -0.07381 -2.21021 0.19971  0.199

For the molar mass, the calculation gives 130.13 g mol⁻¹. For the LUMO energy, the calculation gives -1.1 eV. As for the spin multiplicity: 1. As for the structure (SMILES): O=C1NC(=O)C(=S)N1. As for the energy relative to the best compared isomer or geometry (same formula, charge and spin): 112.1 kJ/mol. The net charge is 0. For the energy, the calculation gives -773.7045 Ha. The largest force on an atom comes out at 0.101 Eh/bohr.


6.
Here is one molecule with the formula C4H7NO2 from OMol25. Energies are from ωB97M-V with the def2-TZVPD basis set.

Each line ends with the Löwdin charge.
Element x y z (Å)
O1 2.19712 -0.06092 -0.12215  -0.007
O2 0.50770 -2.24050 -0.26071  0.108
N1 -1.23104 0.81622 -0.57242  -0.056
C1 0.05202 -1.12659 -0.14583  -0.320
C2 0.87847 0.05567 0.34610  -0.311
C3 -1.32868 -0.64005 -0.52192  -0.129
C4 0.11926 1.27974 -0.17743  -0.138
H1 -1.62552 -1.09468 -1.47391  0.131
H2 -1.47465 1.16448 -1.48910  0.102
H3 0.66769 1.71960 -1.01832  0.124
H4 2.38735 -1.01476 -0.09779  0.096
H5 0.85772 0.04851 1.44877  0.161
H6 0.02727 2.04532 0.59992  0.110
H7 -2.05191 -0.97693 0.23541  0.126

For the molar mass, the calculation gives 101.10 g mol⁻¹. For the LUMO energy, the calculation gives 0.8 eV. As for the spin multiplicity: 1. As for the structure (SMILES): O=C1CNC[C@@H]1O. As for the energy relative to the best compared isomer or geometry (same formula, charge and spin): 135.5 kJ/mol. The net charge is 0. For the energy, the calculation gives -361.8292 Ha. The largest force on an atom comes out at 0.010 Eh/bohr.


7.
Here is a 2-piece molecular cluster, H4O2 overall from OMol25. Energies are from ωB97M-V with the def2-TZVPD basis set.

Each line ends with the Löwdin charge.
Element x y z (Å)
O1 -0.17486 3.04686 0.16115  -0.091
O2 0.03526 -2.52090 0.31179  -0.092
H1 0.05260 3.54658 -0.65543  0.045
H2 0.01286 -2.84194 -0.61809  0.045
H3 0.04330 -3.34009 0.85688  0.046
H4 0.03083 2.10949 -0.05631  0.046

For the molar mass, the calculation gives 36.03 g mol⁻¹. For the LUMO energy, the calculation gives 0.9 eV. As for the spin multiplicity: 1. As for the structure (SMILES): O.O. As for the energy relative to the best compared isomer or geometry (same formula, charge and spin): 23.6 kJ/mol. The net charge is 0. For the energy, the calculation gives -152.8659 Ha. The largest force on an atom comes out at 0.024 Eh/bohr.


8.
Here is one molecule with the formula C23H18N2 from OMol25. Energies are from ωB97M-V with the def2-TZVPD basis set.

Each line ends with the Löwdin charge.
Element x y z (Å)
N1 -3.48197 0.00248 -1.18544  0.074
N2 0.95043 2.96059 0.40694  0.109
C1 -1.28007 2.20560 0.79677  -0.018
C2 -5.77575 -0.67236 -1.14826  -0.036
C3 -0.08768 1.37939 -1.11763  -0.033
C4 4.14614 1.27152 0.04501  0.022
C5 -2.39439 1.49023 0.41771  -0.031
C6 4.81936 0.03940 -0.03987  -0.161
C7 2.82385 1.34329 0.42606  -0.194
C8 -0.09714 2.14205 0.05528  -0.325
C9 -5.63268 -1.20092 1.55796  -0.090
C10 2.14368 0.15469 0.77925  -0.022
C11 2.77744 -1.05114 0.72192  -0.014
C12 2.17441 2.65441 0.48842  -0.104
C13 -1.21086 0.68592 -1.50903  -0.022
C14 6.79440 -1.26440 -0.51547  -0.082
C15 6.16735 -0.05221 -0.44836  -0.034
C16 -4.57640 -0.44352 -0.46890  -0.255
C17 4.79831 -2.38356 0.22320  -0.035
C18 6.10458 -2.43944 -0.17717  -0.080
C19 -6.82615 -1.39722 0.88318  -0.109
C20 -6.88665 -1.14111 -0.47682  -0.097
C21 4.12228 -1.14973 0.30271  -0.165
C22 -4.51374 -0.73642 0.89454  -0.042
C23 -2.37492 0.70475 -0.73677  -0.253
H1 0.80447 1.35910 -1.72734  0.120
H2 1.11955 0.21632 1.11518  0.113
H3 -1.19388 0.11490 -2.42739  0.110
H4 -7.69714 -1.75739 1.40905  0.096
H5 -5.56782 -1.42215 2.61351  0.102
H6 -1.30303 2.81750 1.68574  0.112
H7 -3.30154 1.57190 0.99577  0.108
H8 6.61663 -3.38876 -0.23574  0.102
H9 2.25460 -1.95503 1.00062  0.115
H10 -5.82672 -0.47563 -2.21057  0.107
H11 4.68148 2.17514 -0.21438  0.120
H12 2.84937 3.49370 0.64685  0.116
H13 7.82597 -1.32814 -0.82954  0.102
H14 6.69359 0.85551 -0.70774  0.111
H15 -3.51595 -0.16330 -2.18054  0.140
H16 -7.80704 -1.30524 -1.01821  0.101
H17 -3.58040 -0.62501 1.42406  0.106
H18 4.26406 -3.28575 0.48542  0.112

For the molar mass, the calculation gives 322.41 g mol⁻¹. For the LUMO energy, the calculation gives 0.0 eV. As for the spin multiplicity: 1. As for the structure (SMILES): C(=N/c1ccc(Nc2ccccc2)cc1)/c1ccc2ccccc2c1. As for the energy relative to the best compared isomer or geometry (same formula, charge and spin): 36.4 kJ/mol. The net charge is 0. For the energy, the calculation gives -996.7679 Ha. The largest force on an atom comes out at 0.024 Eh/bohr.